(1)
Entry from the Open Molecules 2025 dataset: a structure of composition C30H23N4O2PTc in a non-equilibrium geometry (ωB97M-V with the def2-TZVPD basis set).

The energy relative to the best compared isomer or geometry (same formula, charge and spin) comes out at 4.0 kcal per mole. Its expectation value of S² is 0.7878. The calculated total energy comes out at -1948.171510 hartree. For the HOMO-LUMO gap (alpha / beta), the calculation gives 0.270 / 0.277 Ha. The LUMO energy (alpha / beta) is -7.72 / -7.43 eV.

```
! wB97M-V def2-TZVPD RIJCOSX def2/J DEFGRID3
* xyz 2 2
Tc 0.14 0.14 -0.25
O -2.23 -2.30 2.10
C -1.45 -1.81 1.35
N -1.24 -0.42 1.07
C -2.01 0.57 1.76
O -2.85 0.41 2.58
C -1.63 1.94 1.28
C -2.19 3.08 1.80
C -1.80 4.31 1.29
C -0.87 4.34 0.26
C -0.35 3.16 -0.22
N -0.71 1.97 0.29
C -0.52 -2.64 0.52
C -0.53 -4.01 0.58
C 0.35 -4.72 -0.23
C 1.20 -4.02 -1.07
C 1.16 -2.64 -1.08
N 0.31 -1.95 -0.29
H -2.93 2.97 2.59
H -2.21 5.23 1.69
H -0.55 5.28 -0.18
H 0.37 3.15 -1.03
H -1.23 -4.49 1.25
H 0.37 -5.80 -0.21
H 1.90 -4.53 -1.72
H 1.80 -2.07 -1.73
N 1.50 0.60 -1.26
P 2.79 0.94 -2.28
C 2.86 2.71 -2.44
C 2.93 3.32 -3.69
C 3.01 4.70 -3.76
C 3.03 5.46 -2.60
C 2.99 4.85 -1.35
C 2.90 3.47 -1.27
C 4.30 0.33 -1.56
C 5.49 0.63 -2.21
C 6.69 0.19 -1.67
C 6.69 -0.54 -0.49
C 5.50 -0.84 0.16
C 4.29 -0.40 -0.37
C 2.43 0.15 -3.83
C 1.29 0.55 -4.53
C 0.96 -0.11 -5.71
C 1.75 -1.15 -6.17
C 2.88 -1.55 -5.46
C 3.23 -0.90 -4.28
H 2.93 2.73 -4.60
H 3.07 5.19 -4.73
H 3.09 6.54 -2.66
H 3.04 5.44 -0.45
H 2.90 2.98 -0.30
H 5.49 1.21 -3.13
H 7.62 0.42 -2.16
H 7.62 -0.88 -0.06
H 5.51 -1.40 1.09
H 3.36 -0.60 0.14
H 0.67 1.36 -4.17
H 0.09 0.20 -6.27
H 1.49 -1.66 -7.09
H 3.50 -2.36 -5.83
H 4.11 -1.20 -3.74
*
```

(2)
Entry from the Open Molecules 2025 dataset: an isolated molecule of C3H10N2O4 in a non-equilibrium geometry (ωB97M-V with the def2-TZVPD basis set).

The energy relative to the best compared isomer or geometry (same formula, charge and spin) comes out at 5.5 kcal per mole. The calculated total energy comes out at -530.798492 hartree. For the HOMO-LUMO gap, the calculation gives 0.404 Ha. The LUMO energy is 0.57 eV. Its SMILES is NC(N)(O)CC(O)(O)O.

```
! wB97M-V def2-TZVPD RIJCOSX def2/J DEFGRID3
* xyz 0 1
N -0.23 1.07 1.41
C -0.83 0.62 0.20
N -1.60 -0.51 0.59
O -1.71 1.61 -0.20
C 0.20 0.33 -0.89
C 1.23 -0.76 -0.59
O 0.88 -1.97 -1.21
O 1.49 -1.02 0.76
O 2.45 -0.37 -1.17
H -0.99 1.46 1.97
H 0.30 1.91 1.17
H -2.29 -0.17 1.27
H -0.99 -1.11 1.15
H -2.35 1.13 -0.76
H -0.33 0.09 -1.82
H 0.72 1.28 -1.12
H -0.06 -2.12 -0.98
H 1.12 -0.28 1.28
H 2.98 -1.18 -1.07
*
```

(3)
Entry from the Open Molecules 2025 dataset: a cluster of 8 separate species, C8H34NO8 in total in a non-equilibrium geometry (ωB97M-V with the def2-TZVPD basis set).

The energy relative to the best compared isomer or geometry (same formula, charge and spin) comes out at 281.6 kcal per mole. The calculated total energy comes out at -981.033990 hartree. For the HOMO-LUMO gap, the calculation gives 0.091 Ha. The LUMO energy is -4.91 eV.

```
! wB97M-V def2-TZVPD RIJCOSX def2/J DEFGRID3
* xyz 1 1
O 1.65 -0.72 0.96
H 2.60 -0.61 1.02
H 1.17 0.10 0.81
H 1.28 -1.18 1.73
O -2.85 1.85 4.94
H -2.56 2.09 4.06
H -2.40 1.05 5.19
H -2.74 2.59 5.54
O -3.84 3.14 -2.68
H -3.64 3.91 -3.22
H -4.76 2.96 -2.48
H -3.35 3.17 -1.85
C 1.25 -3.97 7.60
C 1.10 -2.64 6.77
O 0.09 -2.56 5.75
H 1.32 -4.87 6.98
H 0.34 -4.04 8.19
H 2.12 -4.01 8.26
H 2.05 -2.34 6.33
H 0.98 -1.93 7.59
C -0.01 6.83 0.99
C 0.46 5.45 1.31
O -0.41 4.39 1.02
H 0.70 7.58 1.36
H -0.98 6.94 1.48
H -0.23 7.05 -0.05
H 0.72 5.41 2.37
H 1.46 5.35 0.88
C -0.57 -3.29 -5.14
C -1.25 -1.94 -5.26
C -0.21 -0.86 -5.62
O 0.72 -0.76 -4.53
C 1.82 0.04 -4.89
N -2.36 -2.02 -6.18
H -0.08 -3.61 -6.06
H -1.34 -4.04 -4.95
H 0.12 -3.36 -4.30
H -1.76 -1.63 -4.34
H -0.62 0.15 -5.69
H 0.22 -1.16 -6.58
H 2.56 -0.04 -4.09
H 1.55 1.09 -4.91
H 2.34 -0.26 -5.80
H -3.18 -2.30 -5.66
H -2.83 -1.14 -6.35
O -2.34 -4.70 1.36
H -2.14 -5.63 1.50
H -1.99 -4.26 2.13
O 6.24 -0.32 1.44
H 6.89 0.13 1.97
H 6.69 -1.09 1.10
*
```

(4)
Entry from the Open Molecules 2025 dataset: an isolated molecule of C3H3N in a non-equilibrium geometry (ωB97M-V with the def2-TZVPD basis set).

The energy relative to the best compared isomer or geometry (same formula, charge and spin) comes out at 56.6 kcal per mole. The calculated total energy comes out at -170.739841 hartree. For the HOMO-LUMO gap, the calculation gives 0.322 Ha. The LUMO energy is -0.03 eV. Its SMILES is C#CN=C.

```
! wB97M-V def2-TZVPD RIJCOSX def2/J DEFGRID3
* xyz 0 1
C 0.93 1.32 -1.33
C 0.42 0.40 -0.67
N -0.41 -0.45 -0.20
C -0.69 -0.94 0.95
H 1.49 2.04 -1.86
H -1.51 -1.74 1.15
H -0.23 -0.62 1.97
*
```

(5)
Entry from the Open Molecules 2025 dataset: a structure of composition C12H21N3Na (ωB97M-V with the def2-TZVPD basis set).

The calculated total energy comes out at -796.281081 hartree. For the HOMO-LUMO gap, the calculation gives 0.333 Ha. The LUMO energy is -2.92 eV.

```
! wB97M-V def2-TZVPD RIJCOSX def2/J DEFGRID3
* xyz 1 1
Na 0.10 -0.45 0.02
C -2.15 3.15 4.27
C -2.62 1.71 4.07
N -1.92 1.00 3.00
C -2.52 1.02 1.67
C -1.98 2.12 0.76
C -0.74 0.37 3.18
C -0.22 0.25 4.59
N -0.09 -0.12 2.16
H -2.73 3.60 5.08
H -2.32 3.75 3.38
H -1.10 3.20 4.53
H -3.68 1.71 3.83
H -2.51 1.16 5.00
H -3.60 1.15 1.79
H -2.35 0.04 1.22
H -2.27 3.11 1.12
H -2.39 2.01 -0.25
H -0.89 2.08 0.72
H -0.93 -0.26 5.24
H -0.01 1.23 5.01
H 0.70 -0.33 4.59
H 0.74 -0.58 2.50
N 2.14 0.14 -0.93
C 2.64 -1.17 -0.65
C 3.50 -1.40 0.42
C 3.96 -2.68 0.68
C 3.57 -3.75 -0.12
C 2.71 -3.52 -1.18
C 2.24 -2.25 -1.44
H 2.66 0.84 -0.42
H 2.22 0.36 -1.91
H 3.81 -0.57 1.04
H 4.63 -2.85 1.52
H 3.94 -4.74 0.08
H 2.39 -4.35 -1.81
H 1.57 -2.07 -2.29
*
```

(6)
Entry from the Open Molecules 2025 dataset: an isolated molecule of C8H7BrFN in a non-equilibrium geometry (ωB97M-V with the def2-TZVPD basis set).

The energy relative to the best compared isomer or geometry (same formula, charge and spin) comes out at 0.0 kcal per mole. The calculated total energy comes out at -3037.593373 hartree. For the HOMO-LUMO gap, the calculation gives 0.313 Ha. The LUMO energy is -0.71 eV. Its SMILES is C[C@H]1C(C#N)=C(Br)C=C[C@H]1F.

```
! wB97M-V def2-TZVPD RIJCOSX def2/J DEFGRID3
* xyz 0 1
C -1.33 -1.32 -0.08
C -0.40 -0.25 0.57
C 0.48 -0.83 1.58
C -0.17 -1.68 2.44
N -0.82 -2.46 2.96
C 1.83 -0.75 1.50
Br 2.88 -1.98 2.52
C 2.53 0.10 0.56
C 1.84 0.79 -0.35
C 0.37 0.44 -0.58
F 0.58 -0.44 -1.74
H -1.92 -0.75 -0.85
H -2.02 -1.90 0.60
H -0.77 -2.14 -0.43
H -0.95 0.51 0.97
H 3.58 -0.03 0.57
H 2.16 1.70 -1.00
H -0.04 1.33 -0.86
*
```

(7)
Entry from the Open Molecules 2025 dataset: a structure of composition C39H29BrN3O6OsPS3 in a non-equilibrium geometry (ωB97M-V with the def2-TZVPD basis set).

The calculated total energy comes out at -6319.933169 hartree. For the HOMO-LUMO gap (alpha / beta), the calculation gives 0.190 / 0.190 Ha. The LUMO energy (alpha / beta) is -2.40 / -2.42 eV.

```
! wB97M-V def2-TZVPD RIJCOSX def2/J DEFGRID3
* xyz 0 1
Os 1.13 -0.97 -0.12
O 5.32 2.09 -1.88
C 4.44 3.08 -1.66
C 4.84 4.38 -1.96
C 3.98 5.44 -1.77
C 2.71 5.24 -1.24
C 2.31 3.97 -0.90
C 3.15 2.87 -1.13
C 2.64 1.52 -0.86
O 1.66 1.32 -0.10
N 3.27 0.51 -1.48
N 2.76 -0.69 -1.25
C 3.37 -1.71 -1.80
C 2.99 -3.04 -1.44
C 3.44 -4.19 -2.11
C 3.00 -5.42 -1.68
C 2.15 -5.51 -0.59
C 1.77 -4.33 0.04
N 2.18 -3.14 -0.37
H 4.87 1.23 -1.72
H 5.83 4.51 -2.36
H 4.30 6.44 -2.05
H 2.05 6.08 -1.09
H 1.33 3.79 -0.48
H 4.21 -1.53 -2.46
H 4.10 -4.09 -2.95
H 3.31 -6.32 -2.19
H 1.79 -6.45 -0.22
H 1.13 -4.34 0.92
S -3.51 -0.20 -0.45
P -2.37 1.20 -1.29
S -0.63 0.40 -1.98
C -2.10 2.63 -0.18
C -2.98 3.70 -0.25
C -2.77 4.81 0.54
C -1.69 4.84 1.41
C -0.83 3.75 1.50
C -1.04 2.63 0.71
C -3.19 1.95 -2.74
C -4.41 1.47 -3.17
C -5.05 2.08 -4.25
C -4.45 3.17 -4.87
C -3.23 3.64 -4.43
C -2.59 3.04 -3.37
H -3.83 3.67 -0.92
H -3.44 5.65 0.47
H -1.51 5.71 2.02
H 0.01 3.77 2.18
H -0.39 1.78 0.77
H -4.87 0.63 -2.67
H -6.00 1.70 -4.59
H -4.95 3.64 -5.71
H -2.77 4.49 -4.93
H -1.63 3.40 -3.03
Br -6.07 -5.84 -0.06
C -4.49 -4.77 -0.06
C -3.74 -4.68 -1.23
C -2.60 -3.91 -1.23
C -2.21 -3.24 -0.07
C -2.98 -3.32 1.09
C -4.12 -4.10 1.09
C -0.98 -2.42 -0.13
O -0.27 -2.46 -1.16
O -0.61 -1.69 0.85
H -4.06 -5.19 -2.12
H -1.99 -3.81 -2.11
H -2.67 -2.77 1.96
H -4.73 -4.18 1.98
O 1.28 -2.40 8.04
C 0.65 -1.50 7.25
O -0.18 -0.77 7.71
C 1.08 -1.46 5.83
C 0.84 -0.29 5.10
C 1.31 -0.14 3.82
C 2.02 -1.19 3.22
S 2.86 -0.93 1.72
C 2.17 -2.40 3.90
C 1.72 -2.53 5.19
H 1.97 -2.89 7.57
H 0.29 0.51 5.59
H 1.18 0.78 3.27
H 2.68 -3.22 3.41
H 1.83 -3.48 5.69
*
```

(8)
Entry from the Open Molecules 2025 dataset: a structure of composition C12H19BiClIN4O in a non-equilibrium geometry (ωB97M-V with the def2-TZVPD basis set).

The energy relative to the best compared isomer or geometry (same formula, charge and spin) comes out at 34.5 kcal per mole. The calculated total energy comes out at -1735.161942 hartree. For the HOMO-LUMO gap (alpha / beta), the calculation gives 0.086 / 0.064 Ha. The LUMO energy (alpha / beta) is 4.31 / 4.35 eV.

```
! wB97M-V def2-TZVPD RIJCOSX def2/J DEFGRID3
* xyz -2 1
C 0.55 0.21 -3.92
I -1.43 -0.09 -2.87
H 0.31 -0.23 -4.90
H 1.37 -0.32 -3.44
H 0.69 1.28 -4.00
C -1.39 4.03 1.61
C -2.51 3.80 0.91
N -2.33 2.59 0.25
C -1.09 2.07 0.52
N -0.54 2.96 1.39
H -1.12 4.84 2.25
H -3.42 4.36 0.84
C 2.06 -3.87 1.05
C 0.80 -2.17 0.24
N 1.74 -2.52 1.15
H 1.24 -5.37 -0.33
N 0.53 -3.33 -0.44
H 2.81 -4.32 1.67
Bi -0.41 -0.14 0.01
C 1.80 0.88 -1.38
O 2.80 1.36 -1.69
C 1.31 -4.37 0.06
C -0.46 -3.51 -1.47
H -1.32 -4.09 -1.09
H -0.02 -4.05 -2.32
H -0.84 -2.54 -1.83
C 2.36 -1.63 2.12
H 3.30 -2.09 2.45
H 1.70 -1.46 2.98
H 2.58 -0.65 1.66
C 0.76 2.85 2.04
H 1.08 3.87 2.32
H 1.48 2.42 1.34
H 0.70 2.23 2.94
C -3.38 1.97 -0.51
H -3.02 1.06 -1.00
H -3.75 2.64 -1.29
H -4.22 1.70 0.15
Cl -0.74 -0.37 2.57
*
```

(9)
Entry from the Open Molecules 2025 dataset: a cluster of 8 separate species, C22H56Br2NO8PS8 in total in a non-equilibrium geometry (ωB97M-V with the def2-TZVPD basis set).

The calculated total energy comes out at -10203.103154 hartree. For the HOMO-LUMO gap, the calculation gives 0.318 Ha. The LUMO energy is 0.34 eV.

```
! wB97M-V def2-TZVPD RIJCOSX def2/J DEFGRID3
* xyz 0 1
C -0.58 5.88 -5.11
C -1.29 4.89 -4.17
Br -3.11 5.33 -3.72
C -0.73 3.78 -3.67
Br 1.10 3.42 -4.32
P -1.42 2.46 -2.51
C -0.05 2.59 -1.26
C -0.61 2.85 0.20
C -0.38 4.35 0.55
C -1.38 4.86 1.61
O -2.74 4.69 1.20
N -2.09 0.99 -1.49
C -3.26 1.17 -1.25
S -4.68 1.37 -0.55
H -0.65 5.58 -6.17
H -1.14 6.83 -5.02
H 0.44 6.11 -4.78
H -2.58 3.18 -2.16
H -1.36 1.54 -3.59
H 0.61 3.45 -1.47
H 0.58 1.69 -1.26
H -0.05 2.21 0.90
H -1.69 2.70 0.27
H -0.57 4.96 -0.36
H 0.67 4.54 0.84
H -1.26 4.27 2.53
H -1.22 5.94 1.81
H -3.03 5.45 0.68
C -6.80 0.58 3.43
S -5.80 1.41 4.67
O -6.64 1.56 5.89
C -5.76 3.01 3.85
H -6.99 -0.44 3.76
H -7.76 1.10 3.31
H -6.27 0.56 2.48
H -6.77 3.38 3.70
H -5.25 2.91 2.89
H -5.20 3.70 4.48
C -5.08 -4.18 0.35
S -4.08 -3.34 1.59
O -4.92 -3.19 2.80
C -4.04 -1.75 0.76
H -5.26 -5.20 0.69
H -6.03 -3.66 0.23
H -4.54 -4.21 -0.60
H -5.06 -1.38 0.61
H -3.54 -1.85 -0.20
H -3.49 -1.05 1.38
C 2.27 9.17 -0.74
S 1.42 8.12 -1.93
O 1.29 6.77 -1.35
C 2.78 8.06 -3.12
H 1.61 9.31 0.12
H 3.19 8.68 -0.41
H 2.49 10.13 -1.19
H 3.67 7.66 -2.64
H 2.98 9.07 -3.49
H 2.48 7.42 -3.94
C 3.22 1.80 2.37
S 3.69 2.86 1.00
O 2.52 3.74 0.70
C 3.71 1.56 -0.24
H 3.11 2.42 3.26
H 2.28 1.30 2.15
H 4.00 1.06 2.55
H 2.74 1.08 -0.29
H 4.48 0.83 0.02
H 3.95 2.01 -1.20
C 0.24 -2.31 -0.88
S 0.49 -1.57 0.74
O 1.95 -1.27 0.87
C 0.16 -3.07 1.67
H 0.43 -1.55 -1.64
H 0.92 -3.15 -1.02
H -0.80 -2.65 -0.97
H 0.86 -3.86 1.36
H -0.87 -3.39 1.50
H 0.30 -2.86 2.73
C 3.39 -6.57 -1.44
S 2.40 -6.93 0.02
O 1.29 -5.93 0.05
C 3.62 -6.41 1.22
H 2.80 -6.79 -2.32
H 3.68 -5.52 -1.44
H 4.28 -7.21 -1.43
H 3.89 -5.36 1.05
H 4.50 -7.05 1.14
H 3.19 -6.51 2.22
C 5.61 -11.42 0.93
S 5.35 -10.09 -0.25
O 5.15 -8.84 0.53
C 3.73 -10.64 -0.81
H 6.56 -11.25 1.43
H 4.80 -11.42 1.67
H 5.64 -12.38 0.40
H 3.05 -10.69 0.03
H 3.83 -11.62 -1.29
H 3.37 -9.92 -1.54
*
```

(10)
Entry from the Open Molecules 2025 dataset: the ion C5H3IN3O2 with charge -1 in a non-equilibrium geometry (ωB97M-V with the def2-TZVPD basis set).

The calculated total energy comes out at -804.546261 hartree. For the HOMO-LUMO gap (alpha / beta), the calculation gives 0.243 / 0.243 Ha. The LUMO energy (alpha / beta) is 2.87 / 2.87 eV.

```
! wB97M-V def2-TZVPD RIJCOSX def2/J DEFGRID3
* xyz -1 1
C 0.82 -0.01 0.82
C 0.43 0.22 -0.45
C -1.82 -0.53 -0.45
C 0.17 -0.55 1.84
C -2.04 -0.80 0.83
N -0.71 0.12 -1.06
N 0.26 -1.13 2.89
N 0.18 -0.94 4.23
O 0.13 0.19 4.68
O 0.18 -1.96 4.95
I -3.60 -1.75 1.83
H 1.82 0.01 1.05
H 1.13 0.69 -1.12
H -2.65 -0.60 -1.09
*
```

(11)
Entry from the Open Molecules 2025 dataset: a cluster of 3 separate species, C4H16NO2 in total in a non-equilibrium geometry (ωB97M-V with the def2-TZVPD basis set).

The energy relative to the best compared isomer or geometry (same formula, charge and spin) comes out at 15.8 kcal per mole. The calculated total energy comes out at -367.004348 hartree. For the HOMO-LUMO gap, the calculation gives 0.459 Ha. The LUMO energy is -2.73 eV.

```
! wB97M-V def2-TZVPD RIJCOSX def2/J DEFGRID3
* xyz 1 1
C 2.46 0.24 0.76
C 1.37 0.58 -0.20
N 0.38 -0.57 -0.29
C 0.81 -1.64 -1.25
C 0.55 1.81 0.26
H 2.14 -0.16 1.71
H 3.21 1.01 0.83
H 3.14 -0.55 0.39
H 1.64 0.83 -1.22
H 0.43 -1.07 0.61
H -0.60 -0.35 -0.42
H 1.87 -1.77 -1.10
H 0.37 -2.59 -0.93
H 0.46 -1.41 -2.25
H 0.01 1.62 1.19
H -0.11 2.22 -0.49
H 1.31 2.59 0.37
H -2.95 0.05 -0.50
H -3.03 -0.48 -1.99
O -2.44 -0.28 -1.25
H -3.66 -0.81 1.97
H -3.91 0.67 2.20
O -3.44 0.06 1.62
*
```

(12)
Entry from the Open Molecules 2025 dataset: an isolated molecule of C5H9NO (ωB97M-V with the def2-TZVPD basis set).

The energy relative to the best compared isomer or geometry (same formula, charge and spin) comes out at 46.7 kcal per mole. The calculated total energy comes out at -325.863163 hartree. For the HOMO-LUMO gap, the calculation gives 0.383 Ha. The LUMO energy is 1.01 eV. Its SMILES is CCN1CC(=O)C1.

```
! wB97M-V def2-TZVPD RIJCOSX def2/J DEFGRID3
* xyz 0 1
C -0.59 -1.38 1.53
C -0.94 -0.32 0.50
N 0.17 0.61 0.32
C 1.27 -0.04 -0.45
C 0.97 0.90 -1.58
O 1.41 1.03 -2.69
C -0.13 1.57 -0.78
H -0.30 -0.91 2.48
H -1.45 -2.02 1.70
H 0.25 -2.01 1.20
H -1.79 0.29 0.84
H -1.21 -0.78 -0.47
H 1.11 -1.09 -0.74
H 2.28 0.06 -0.05
H -1.11 1.48 -1.26
H 0.07 2.62 -0.56
*
```

(13)
Entry from the Open Molecules 2025 dataset: a cluster of 2 separate species, C13H13IP in total in a non-equilibrium geometry (ωB97M-V with the def2-TZVPD basis set).

The energy relative to the best compared isomer or geometry (same formula, charge and spin) comes out at 53.3 kcal per mole. The calculated total energy comes out at -1141.835113 hartree. For the HOMO-LUMO gap (alpha / beta), the calculation gives 0.290 / 0.232 Ha. The LUMO energy (alpha / beta) is -4.50 / -6.25 eV.

```
! wB97M-V def2-TZVPD RIJCOSX def2/J DEFGRID3
* xyz 1 1
C 0.63 -3.64 -1.24
C 1.08 3.58 -1.02
C 0.53 -2.47 -2.03
C 0.39 -3.61 0.13
C 1.81 2.44 -0.59
C -0.35 3.59 -1.13
C -0.01 -1.34 -1.44
C -0.20 -2.53 0.66
C 1.09 1.40 -0.06
C -1.02 2.58 -0.50
C -0.32 -1.39 -0.12
C -0.31 1.48 0.01
C -0.91 0.04 3.70
P -1.04 0.02 0.69
I -3.39 -0.03 0.14
H 0.98 -4.49 -1.61
H 1.56 4.32 -1.44
H 0.74 -2.26 -3.09
H 0.60 -4.56 0.60
H 2.88 2.20 -0.70
H -0.93 4.35 -1.70
H -0.08 -0.47 -1.95
H -0.40 -2.61 1.66
H 1.72 0.53 0.19
H -2.06 2.59 -0.56
H -2.05 0.04 3.62
H -0.41 0.92 3.49
H -0.53 -0.68 4.29
*
```